Record 1
{
  "formula": "C3H14OSi3",
  "method": "wB97M-V/def2-TZVPD",
  "gap_ev": 7.23,
  "energy_ha": -1066.297146,
  "e_above_lowest_kj_mol": 382.5,
  "elements": ["C", "C", "C", "O", "Si", "Si", "Si", "H", "H", "H", "H", "H", "H", "H", "H", "H", "H", "H", "H", "H", "H"],
  "xyz": [[-0.518292, 1.393726, -0.928477], [0.796557, 3.075699, 0.327334], [0.437494, 1.643862, 0.246692], [3.118813, -0.658283, -0.458067], [-0.828326, -3.261927, 0.844804], [0.741451, -2.782725, -0.739860], [2.806406, -2.240594, -0.085149], [-1.429224, 1.954521, -0.673823], [-0.002358, 1.617700, -1.896236], [-0.628550, 0.272677, -0.963373], [1.826875, 3.221103, -0.125290], [0.909101, 3.389525, 1.374467], [-0.162841, 3.578985, -0.004322], [-0.046142, 1.299929, 1.186523], [3.047292, -0.068987, -1.272499], [-0.368131, -2.836959, 2.120079], [-1.453412, -4.738551, 0.838519], [-2.033012, -2.561389, 0.594463], [-0.044051, -1.999087, -1.770271], [0.981284, -4.174146, -1.349710], [1.247056, 0.988160, 0.119418]],
  "atomic_forces_ev_per_a": [[1.0, -1.6, 0.3], [0.3, 1.0, 0.9], [-1.6, -1.1, 0.3], [0.3, 1.1, -1.8], [-0.9, -2.4, -0.2], [-1.8, -0.9, -2.1], [2.0, 0.6, 1.0], [0.0, -0.4, -0.9], [-0.8, 0.4, 0.7], [-0.7, 1.1, -0.1], [-1.7, 0.7, -0.2], [0.1, 0.0, -0.2], [1.8, 0.4, -0.3], [0.0, 0.2, -0.5], [-0.3, -1.4, 1.7], [0.4, 0.1, 1.2], [1.1, 1.3, 0.1], [-1.0, 1.0, -0.4], [0.3, -0.2, 0.2], [0.0, 0.6, 0.2], [1.5, -0.7, 0.0]],
  "mulliken_charge": [-0.959, -0.958, 0.020, -0.353, 0.361, 0.234, 0.010, 0.428, 0.243, 0.130, 0.277, 0.288, 0.255, 0.221, 0.345, -0.145, -0.093, -0.129, -0.103, -0.118, 0.045]
}

---

Record 2
{
  "formula": "C3H15N2O2",
  "method": "wB97M-V/def2-TZVPD",
  "gap_ev": 10.10,
  "charge": 1,
  "energy_ha": -383.035027,
  "e_above_lowest_kj_mol": 107.3,
  "elements": ["N", "C", "C", "C", "N", "H", "H", "H", "H", "H", "H", "H", "H", "H", "H", "H", "H", "H", "O", "H", "H", "O"],
  "xyz": [[0.127774, 1.077445, -1.178862], [-0.642588, 1.377030, 0.046338], [-0.639833, 2.841284, 0.416176], [-0.175110, 0.406256, 1.171966], [0.332015, -0.830666, 0.662974], [1.024996, 1.568472, -1.197674], [-0.285499, 1.382892, -2.059830], [0.327344, 0.071102, -1.268430], [-1.679295, 1.029085, 0.014416], [0.203533, 3.024439, 1.073425], [-1.543572, 3.060311, 1.002197], [-0.866809, 3.635862, -0.299390], [0.573453, 0.936562, 1.766882], [-1.063445, 0.227625, 1.791825], [-0.175493, -1.645509, 0.345180], [0.979147, -1.297266, 1.283039], [0.753666, -3.240441, 3.415291], [1.815534, -3.431115, 2.424043], [1.143598, -2.777178, 2.666411], [0.292280, -0.708712, -3.845270], [-0.790551, -1.761369, -4.164681], [-0.421841, -1.223164, -3.464227]],
  "atomic_forces_ev_per_a": [[0.4, 0.4, -1.3], [-1.3, -0.6, 0.8], [-1.0, 0.3, 1.1], [-0.6, 0.2, 0.3], [1.9, -0.7, -0.8], [0.1, -0.1, 0.5], [-0.7, 0.0, 0.2], [0.0, -0.2, 0.5], [0.1, 0.2, -1.6], [0.3, 0.6, -0.2], [0.3, -0.6, 0.5], [1.0, -0.5, -0.8], [0.2, -0.5, 0.1], [0.2, 0.5, 0.2], [-1.4, 0.7, 0.1], [0.3, 0.5, 0.3], [-0.4, 0.3, 0.2], [0.1, 0.3, -0.3], [0.4, -0.8, 0.1], [0.1, -0.2, -0.4], [0.0, -0.1, -0.3], [0.1, 0.5, 0.7]],
  "mulliken_charge": [-0.251, 0.118, -1.283, -0.509, -0.526, 0.356, 0.380, 0.382, 0.215, 0.330, 0.365, 0.400, 0.366, 0.313, 0.197, 0.169, 0.298, 0.312, -0.631, 0.318, 0.317, -0.634]
}

---

Record 3
{
  "formula": "C3H15N2O2",
  "method": "wB97M-V/def2-TZVPD",
  "gap_ev": 9.50,
  "charge": 1,
  "energy_ha": -383.031235,
  "e_above_lowest_kj_mol": 117.3,
  "elements": ["C", "C", "C", "N", "N", "H", "H", "H", "H", "H", "H", "H", "H", "H", "H", "H", "H", "H", "O", "H", "H", "O"],
  "xyz": [[-1.171692, 0.741517, 0.414719], [-1.536774, -0.558870, 1.111151], [-0.318573, -1.503369, 1.279257], [-0.233789, -2.476970, 0.223605], [-0.252608, 0.542639, -0.736294], [-0.658668, 1.295233, 1.201787], [-2.077529, 1.313948, 0.265684], [-2.365634, -1.138573, 0.714019], [-1.804285, -0.424633, 2.136026], [0.616108, -0.914942, 1.356415], [-0.316031, -1.944513, 2.277696], [-0.676540, -2.265710, -0.655398], [-0.035424, -3.450921, 0.345804], [-0.809514, 0.690507, -1.571019], [0.493524, 1.235276, -0.807725], [0.239800, -0.355181, -0.648316], [3.523724, 1.551237, 2.378741], [4.031621, 2.239143, 1.066876], [3.423062, 1.585171, 1.424700], [0.736347, 1.105895, -4.030112], [-0.709241, 1.555453, -4.194944], [-0.097883, 1.177661, -3.552672]],
  "atomic_forces_ev_per_a": [[-0.1, -0.1, 2.8], [0.9, -1.5, 0.1], [0.4, 0.0, 0.0], [0.2, 0.3, -0.8], [-0.3, 0.8, 0.2], [0.4, 0.2, -0.4], [0.1, 0.2, -1.2], [0.0, 0.1, -0.5], [-0.6, 1.1, 0.6], [-0.1, 0.3, -0.2], [-0.4, -0.5, -0.2], [-0.2, -0.3, 0.2], [0.0, 0.0, 0.4], [0.4, -0.7, -0.9], [-0.1, 0.3, 0.3], [-0.4, -0.2, -0.4], [0.3, 0.2, 0.0], [0.1, 0.0, 0.4], [-0.4, -0.2, -0.4], [0.0, 0.0, 0.0], [0.0, 0.0, 0.0], [-0.1, 0.0, 0.1]],
  "mulliken_charge": [-0.566, -0.624, -0.678, -0.423, -0.163, 0.366, 0.345, 0.364, 0.323, 0.298, 0.405, 0.153, 0.174, 0.346, 0.368, 0.311, 0.324, 0.317, -0.632, 0.306, 0.314, -0.629]
}

---

Record 4
{
  "formula": "C3H15N2O2S",
  "method": "wB97M-V/def2-TZVPD",
  "gap_ev": 9.62,
  "charge": 1,
  "energy_ha": -781.230597,
  "e_above_lowest_kj_mol": 70.9,
  "elements": ["N", "C", "C", "S", "C", "N", "H", "H", "H", "H", "H", "H", "H", "H", "H", "H", "H", "H", "H", "O", "H", "H", "O"],
  "xyz": [[-0.496500, 0.629445, 0.428502], [0.547756, -0.439493, 0.666879], [1.548605, -0.563214, -0.483228], [0.838448, -1.093156, -2.092741], [1.171082, -0.366337, 2.038442], [0.303913, 0.354356, 2.985750], [-0.989039, 0.424325, -0.421790], [-1.098352, 0.704282, 1.250216], [-0.007791, 1.528155, 0.488567], [-0.063484, -1.341384, 0.640368], [1.958208, 0.429443, -0.679566], [2.111644, -1.444742, -0.177598], [1.945923, -1.574394, -2.658708], [2.171941, 0.061620, 2.093695], [1.295827, -1.389060, 2.422801], [0.854252, 0.696787, 3.752732], [-0.499690, -0.183102, 3.278932], [-1.234772, 1.129305, -2.775109], [-0.776701, 2.535896, -2.701747], [-0.566809, 1.675779, -2.321697], [-3.556119, 0.995414, 1.687422], [-3.540898, -0.446236, 1.271583], [-3.255350, 0.427430, 0.980137]],
  "atomic_forces_ev_per_a": [[2.1, 0.4, 1.8], [-1.1, -1.1, -1.2], [-1.0, 0.0, -0.2], [-0.8, -0.1, 0.2], [-0.1, -0.3, 1.7], [0.1, 0.4, -1.1], [-0.4, 0.7, -0.6], [-0.5, -0.5, -0.2], [-0.3, 0.1, -1.0], [0.0, -0.2, 0.0], [1.0, -0.5, 0.4], [1.0, 0.8, 0.0], [0.2, 0.0, 0.2], [-0.1, 0.3, -0.4], [0.2, 0.0, -0.6], [-0.3, 0.0, 0.4], [0.3, -0.2, 0.4], [0.5, -0.1, 0.2], [0.3, 0.3, 0.2], [-0.9, -0.1, -0.3], [-0.3, 0.5, 0.2], [-0.1, -0.1, -0.2], [0.3, -0.4, 0.1]],
  "mulliken_charge": [-0.100, -0.255, -0.697, -0.198, -0.729, -0.582, 0.332, 0.353, 0.312, 0.307, 0.402, 0.405, 0.167, 0.478, 0.354, 0.230, 0.206, 0.326, 0.282, -0.588, 0.335, 0.333, -0.673]
}

---

Record 5
{
  "formula": "C3H15N2O3",
  "method": "wB97M-V/def2-TZVPD",
  "gap_ev": [5.51, 4.29],
  "charge": 2,
  "energy_ha": -457.670966,
  "spin_multiplicity": 2,
  "e_above_lowest_kj_mol": 454.3,
  "elements": ["C", "C", "C", "N", "N", "H", "H", "H", "H", "H", "H", "H", "H", "H", "H", "H", "O", "H", "H", "O", "H", "H", "O"],
  "xyz": [[-1.445732, -2.731759, -0.280149], [-0.416117, -1.655297, -0.544593], [-0.806079, -0.279256, -0.455685], [0.142252, 0.677266, -0.722123], [0.822516, -1.991814, -0.934676], [-2.027006, -2.727700, -1.226038], [-2.056278, -2.381797, 0.551589], [-1.049622, -3.748900, -0.267079], [-1.832028, 0.087945, -0.344366], [0.138469, 1.387695, 0.042449], [-0.228833, 1.239096, -1.522878], [0.293114, -1.059293, 1.084939], [1.465667, -1.280926, -1.297275], [0.910863, -2.930562, -1.327535], [1.304820, -1.168570, 3.241429], [2.384419, -0.236425, 3.664838], [1.461558, -0.234714, 3.405312], [-1.017264, 3.777729, -2.575947], [-0.306040, 3.422959, -3.856333], [-0.478789, 3.099155, -2.974007], [0.626195, 2.766962, 2.325915], [0.616592, 1.307039, 2.478144], [0.263239, 1.982903, 1.877956]],
  "atomic_forces_ev_per_a": [[0.5, 1.0, -1.5], [0.8, -2.9, 1.6], [1.5, 3.2, -0.2], [-0.5, -1.2, -0.5], [-1.3, 0.6, -1.3], [-0.4, 0.1, 0.5], [-0.2, -0.6, 0.0], [0.1, 0.2, 0.7], [-0.3, -0.9, 0.3], [0.4, 0.5, 0.7], [0.0, 0.5, 0.0], [-0.8, 0.3, -0.7], [0.1, 0.1, 0.3], [0.5, -0.1, 0.5], [-0.2, -0.2, 0.4], [0.5, 0.4, 0.2], [-0.4, -0.3, -0.7], [-0.3, 0.4, 0.2], [0.2, 0.0, -0.4], [0.1, -0.8, 0.5], [-0.4, 0.2, -0.6], [0.0, -0.4, -0.1], [0.3, -0.1, 0.3]],
  "mulliken_charge": [-1.112, 0.126, 0.283, -0.422, -0.162, 0.404, 0.344, 0.432, 0.413, 0.372, 0.251, 0.377, 0.319, 0.316, 0.302, 0.348, -0.622, 0.327, 0.326, -0.646, 0.340, 0.341, -0.654]
}

---

Number 1: largest force on an atom 2.9 eV Å⁻¹. Number 2: largest force on an atom 2.2 eV Å⁻¹. Number 3: largest force on an atom 2.8 eV Å⁻¹. Number 4: largest force on an atom 2.7 eV Å⁻¹. Number 5: largest force on an atom 3.5 eV Å⁻¹.